Arrangement 1

# CH4N2O2

One molecule with the formula CH4N2O2 (ωB97M-V/def2-TZVPD, the OMol25 dataset).

Last column: natural (NBO) charge in e.
Cartesian coordinates (Å):
O  0.60  1.63  1.45  -0.556
N  -0.15  0.97  0.43  -0.234
C  0.39  -0.13  0.03  0.171
N  -0.34  -1.04  -0.61  -0.296
O  -1.49  -0.57  -1.11  -0.541
H  1.56  1.47  1.19  0.438
H  1.44  -0.56  0.17  0.163
H  0.08  -1.56  -1.40  0.374
H  -2.09  -0.22  -0.16  0.481

Results
Net charge: 0
Kohn-Sham gap: 9.54 eV
Structure (SMILES): O/N=C/NO



Arrangement 2

# CH4N2O2

A 2-piece molecular cluster, CH4N2O2 overall (ωB97M-V/def2-TZVPD, the OMol25 dataset).

Last column: natural (NBO) charge in e.
Cartesian coordinates (Å):
C  1.95  0.05  0.34  0.614
N  -1.74  -0.39  -0.36  -0.488
N  -0.93  0.25  0.46  -0.144
O  3.09  -0.24  0.01  -0.620
O  0.94  -0.29  -0.33  -0.541
H  1.56  0.63  1.18  0.068
H  -2.14  0.13  -1.19  0.386
H  -1.67  -1.34  -0.30  0.393
H  -1.06  1.21  0.19  0.331

Results
Net charge: 0
Kohn-Sham gap (alpha / beta): 7.85 / 8.54 eV



Arrangement 3

# CH4N2O2

One molecule with the formula CH4N2O2 (ωB97M-V/def2-TZVPD, the OMol25 dataset).

Last column: natural (NBO) charge in e.
Cartesian coordinates (Å):
N  0.48  0.15  1.42  -0.848
C  -0.24  -0.18  0.27  0.743
O  -1.20  -0.91  0.28  -0.645
N  0.30  0.29  -0.91  -0.366
O  -0.50  -0.04  -2.01  -0.553
H  1.47  0.43  1.30  0.395
H  0.26  -0.44  2.20  0.406
H  0.61  1.28  -0.96  0.383
H  -1.18  -0.58  -1.59  0.486

Results
Net charge: 0
Kohn-Sham gap: 10.23 eV
Structure (SMILES): NC(=O)NO



Least stable of them? arrangement 1.



Arrangement 1

# C18H20N2O5

C18H20N2O5 as an isolated structure (ωB97M-V/def2-TZVPD, the OMol25 dataset).

Last column: natural (NBO) charge in e.
Cartesian coordinates (Å):
C  -1.28  -2.93  -3.62  -0.673
H  -2.25  -2.97  -3.24  0.232
C  -0.12  -2.97  -2.77  0.008
H  0.87  -2.71  -3.12  0.241
H  0.00  -3.67  -2.08  0.184
O  -0.28  -1.94  -1.46  -0.505
C  0.05  -0.72  -1.62  0.808
O  0.74  -0.33  -2.92  -0.774
C  0.14  0.15  -0.62  -0.259
C  0.84  -0.23  0.42  -0.179
C  1.05  0.24  1.57  0.069
C  0.35  1.53  1.75  -0.174
C  -0.66  2.18  0.78  -0.204
C  -0.81  1.17  -0.48  0.287
N  -1.64  1.76  -1.40  -0.451
C  -1.81  1.20  -2.61  -0.273
H  -2.27  0.35  -2.76  0.169
C  -2.66  2.22  -3.46  -0.079
O  -3.94  2.22  -3.29  -0.537
C  -4.16  1.85  -1.71  -0.092
C  -2.82  2.44  -0.93  -0.172
H  -3.13  1.99  0.24  0.202
H  -2.78  3.36  -1.05  0.168
H  -5.09  2.33  -1.33  0.215
H  -4.04  0.86  -1.82  0.180
H  -2.21  3.24  -3.56  0.145
H  -2.68  2.08  -4.52  0.195
H  -0.69  1.16  -3.26  0.280
H  -1.28  2.83  1.03  0.165
H  0.17  2.16  2.69  0.206
N  1.87  -0.01  2.58  -0.546
C  2.76  -0.93  2.72  0.608
O  2.78  -1.91  1.86  -0.657
C  3.40  -0.93  4.07  0.207
C  4.35  -1.90  4.50  -0.297
C  4.77  -1.68  5.60  -0.229
C  4.17  -0.27  5.86  0.013
O  3.06  -0.23  5.06  -0.361
H  4.06  0.25  6.81  0.188
H  5.53  -2.14  6.42  0.252
H  4.49  -2.81  3.95  0.243
H  1.74  0.46  3.64  0.422
H  1.51  -1.16  0.40  0.275
H  -1.20  -1.86  -4.03  0.252
H  -0.92  -3.74  -4.32  0.243

Results
Net charge: 0
Kohn-Sham gap: 7.09 eV



Arrangement 2

# C18H20N2O5

One molecule with the formula C18H20N2O5 (ωB97M-V/def2-TZVPD, the OMol25 dataset).

Last column: natural (NBO) charge in e.
Cartesian coordinates (Å):
C  0.68  -0.22  -2.93  -0.421
N  2.04  -0.14  -2.45  -0.425
C  2.89  -1.24  -2.86  -0.416
C  2.55  0.81  -1.65  0.653
O  3.74  0.87  -1.37  -0.624
C  1.59  1.86  -1.10  -0.173
O  0.35  1.33  -0.62  -0.505
C  0.41  0.51  0.42  0.798
O  1.41  0.22  1.02  -0.591
C  -0.98  -0.02  0.78  -0.152
C  -1.61  0.87  1.86  -0.422
C  -1.67  2.29  1.38  0.071
C  -2.70  2.70  0.54  -0.246
C  -2.74  4.00  0.05  -0.190
C  -1.74  4.89  0.39  -0.221
C  -0.70  4.49  1.22  -0.202
C  -0.67  3.20  1.71  -0.248
N  -0.86  -1.39  1.24  -0.599
C  -0.67  -2.39  0.33  0.651
O  -0.81  -2.22  -0.86  -0.616
C  -0.34  -3.69  0.93  0.144
C  -0.21  -4.11  2.23  -0.251
C  0.12  -5.48  2.17  -0.323
C  0.18  -5.79  0.84  0.125
O  -0.10  -4.72  0.10  -0.357
H  0.11  -0.96  -2.37  0.237
H  0.18  0.74  -2.87  0.209
H  0.71  -0.53  -3.98  0.194
H  3.02  -1.23  -3.94  0.190
H  2.43  -2.19  -2.57  0.199
H  3.85  -1.13  -2.37  0.246
H  1.32  2.59  -1.86  0.215
H  2.11  2.37  -0.28  0.228
H  -1.59  -0.02  -0.13  0.247
H  -2.61  0.49  2.09  0.227
H  -0.99  0.81  2.76  0.213
H  -3.48  2.01  0.28  0.210
H  -3.54  4.31  -0.60  0.213
H  -1.76  5.90  0.00  0.215
H  0.08  5.19  1.49  0.216
H  0.13  2.89  2.36  0.216
H  -0.47  -1.50  2.17  0.401
H  -0.34  -3.54  3.12  0.223
H  0.30  -6.14  3.00  0.233
H  0.40  -6.71  0.33  0.208

Results
Net charge: 0
Kohn-Sham gap: 9.59 eV
Structure (SMILES): CN(C)C(=O)COC(=O)[C@H](Cc1ccccc1)NC(=O)c1ccco1



Least stable of them? arrangement 1.



Arrangement 1

# C2H5ClN2S

One molecule with the formula C2H5ClN2S (ωB97M-V/def2-TZVPD, the OMol25 dataset).

Last column: natural (NBO) charge in e.
Cartesian coordinates (Å):
H  -1.27  -0.89  -2.36  0.353
N  -0.92  -0.45  -1.53  -0.703
C  -0.79  -1.31  -0.61  0.387
Cl  -1.58  -2.85  -0.52  0.000
N  -0.03  -1.00  0.57  -0.783
S  1.12  0.17  1.43  0.408
C  0.81  1.77  0.58  -0.729
H  0.27  -1.88  0.96  0.382
H  1.52  2.05  -0.28  0.228
H  1.02  2.46  1.45  0.226
H  -0.15  1.92  0.32  0.231

Results
Net charge: 0
Kohn-Sham gap: 8.74 eV
Structure (SMILES): [H]/N=C(\Cl)NSC



Arrangement 2

# C2H5ClN2S

A 2-piece molecular cluster, C2H5ClN2S overall (ωB97M-V/def2-TZVPD, the OMol25 dataset).

Last column: natural (NBO) charge in e.
Cartesian coordinates (Å):
C  0.52  0.20  -1.75  0.537
C  -0.64  -0.19  2.46  -0.860
N  0.69  1.45  -1.67  -0.623
N  0.45  -0.78  -1.04  -0.646
S  -1.77  -0.93  1.30  0.454
Cl  0.34  -0.34  -3.72  -0.437
H  0.00  0.58  2.12  0.281
H  -0.03  -0.91  3.05  0.248
H  -1.05  0.39  3.19  0.261
H  0.86  2.10  -2.41  0.397
H  0.64  -1.57  -1.54  0.389

Results
Net charge: 0
Kohn-Sham gap (alpha / beta): 4.17 / 4.21 eV



Least stable of them? arrangement 2.



Arrangement 1

# C2H8N4O

A 3-piece molecular cluster, C2H8N4O overall (ωB97M-V/def2-TZVPD, the OMol25 dataset).

Last column: natural (NBO) charge in e.
Cartesian coordinates (Å):
C  -0.38  1.66  0.73  -0.419
N  -0.49  0.42  -0.04  -0.337
C  -0.14  -0.75  0.33  0.718
N  2.53  -0.74  -0.70  -0.473
N  -2.41  0.05  -0.07  -0.717
O  1.74  -0.24  0.27  -0.452
N  -0.31  -1.98  0.28  -0.709
H  2.09  -1.37  -1.36  0.333
H  2.97  0.03  -1.21  0.332
H  -2.57  0.45  -1.00  0.328
H  -2.54  -0.96  -0.24  0.342
H  0.58  -2.48  0.28  0.397
H  -0.93  1.57  1.67  0.210
H  0.67  1.88  0.92  0.236
H  -0.80  2.47  0.14  0.210

Results
Net charge: 0
Kohn-Sham gap (alpha / beta): 8.83 / 6.59 eV



Arrangement 2

# C2H8N4O

A 2-piece molecular cluster, C2H8N4O overall (ωB97M-V/def2-TZVPD, the OMol25 dataset).

Last column: natural (NBO) charge in e.
Cartesian coordinates (Å):
C  -1.96  0.35  0.67  -0.462
N  1.56  0.26  0.22  -0.464
N  -0.97  -0.68  0.42  0.116
N  2.93  0.59  0.35  -0.708
N  -1.36  -1.67  -0.30  -0.472
C  1.03  0.64  -0.91  0.407
O  -0.18  0.39  -1.23  -0.660
H  3.46  -0.26  0.53  0.341
H  3.05  1.22  1.13  0.339
H  -0.64  -2.37  -0.45  0.395
H  -1.98  -1.50  -1.09  0.369
H  1.62  1.24  -1.62  0.131
H  -2.54  0.01  1.53  0.224
H  -1.41  1.24  0.94  0.249
H  -2.61  0.53  -0.19  0.195

Results
Net charge: 0
Kohn-Sham gap (alpha / beta): 6.85 / 6.86 eV



Least stable of them? arrangement 1.